a.
Molecular formula: C5H13NP
Method: DFT, ωB97M-V/def2-TZVPD

Last columns: bonded neighbours and bond lengths (Å).
Geometry (Å):
1 C 0.07945 -1.93246 0.27221  N6 1.435, P7 1.938, H8 1.036, H9 1.130
2 C -0.09540 0.94981 -1.23204  C3 1.537, P7 1.799, H10 1.210, H11 1.115
3 C 0.18003 1.41495 0.20702  C2 1.537, C4 1.503, P7 1.814, H12 1.225
4 C 1.64715 1.51443 0.51794  C3 1.503, H13 1.147, H14 0.982, H15 1.146
5 C -2.56201 -0.02276 0.27028  P7 1.891, H16 0.984, H17 1.119, H18 1.137
6 N 1.44813 -1.90045 -0.15765  C1 1.435, H19 0.994, H20 0.985
7 P -0.68972 -0.16847 0.04627  C1 1.938, C2 1.799, C3 1.814, C5 1.891
8 H -0.09630 -2.02986 1.28830  C1 1.036
9 H -0.44891 -2.71585 -0.34735  C1 1.130
10 H -1.02405 1.54313 -1.73111  C2 1.210
11 H 0.83350 0.73435 -1.81000  C2 1.115
12 H -0.51588 2.32601 0.63943  C3 1.225
13 H 2.20714 2.29545 -0.10850  C4 1.147
14 H 2.03504 0.61368 0.45929  C4 0.982
15 H 1.73497 1.81454 1.62023  C4 1.146
16 H -2.97053 -0.41607 -0.53362  C5 0.984
17 H -2.62935 1.09365 0.22743  C5 1.119
18 H -2.64356 -0.62923 1.22801  C5 1.137
19 H 2.08529 -2.52222 0.28397  N6 0.994
20 H 1.42502 -1.96261 -1.14012  N6 0.985

Frontier orbital gap   10.620 eV
Net charge   +1

b.
Molecular formula: C5H13NP
Method: DFT, ωB97M-V/def2-TZVPD

Last columns: bonded neighbours and bond lengths (Å).
Geometry (Å):
1 C -2.90607 -0.00324 0.40573  C2 1.484, P7 1.651, H8 1.082
2 C -4.36391 -0.00920 0.12787  C1 1.484, H9 1.213, H10 1.111, H11 1.158
3 C 0.96698 -1.30556 -0.45129  C5 1.540, H12 1.175, H13 1.020, H14 1.062
4 C 3.06161 1.05068 0.21777  N6 1.474, H15 1.131, H16 1.047, H17 1.195
5 C 0.77269 -0.00393 0.34840  C3 1.540, N6 1.496, H18 1.125
6 N 1.62824 1.13282 -0.11376  C4 1.474, C5 1.496, H19 0.971, H20 1.058
7 P -1.93598 1.22926 -0.10837  C1 1.651
8 H -2.54450 -0.79634 1.04753  C1 1.082
9 H -4.79496 0.98886 -0.41012  C2 1.213
10 H -4.92145 -0.36980 1.01809  C2 1.111
11 H -4.54426 -0.74196 -0.75080  C2 1.158
12 H 1.80317 -1.96724 0.04146  C3 1.175
13 H 0.17571 -1.91588 -0.24516  C3 1.020
14 H 1.18264 -1.25258 -1.48973  C3 1.062
15 H 3.54191 2.07203 0.29305  C4 1.131
16 H 3.04878 0.72257 1.21224  C4 1.047
17 H 3.77976 0.36291 -0.44450  C4 1.195
18 H 0.98995 -0.00334 1.45229  C5 1.125
19 H 1.19206 1.90132 0.28766  N6 0.971
20 H 1.65157 1.15945 -1.17130  N6 1.058

Frontier orbital gap (alpha / beta)   7.195 / 8.372 eV
Net charge   +1

c.
Molecular formula: C5H13NP
Method: DFT, ωB97M-V/def2-TZVPD

Last columns: bonded neighbours and bond lengths (Å).
Geometry (Å):
1 C 0.17136 0.70948 0.74450  C4 1.428, P7 2.014, H8 1.053, H16 1.006
2 C -3.25561 -0.40035 -0.60988  C5 1.508, H9 1.037, H10 1.155, H11 1.049
3 C 3.59406 -0.73012 0.30139  N6 1.385, H12 1.058, H13 1.087, H14 1.035
4 C -1.18037 0.83457 0.30128  C1 1.428, C5 1.460, H15 1.064
5 C -2.08234 -0.31314 0.33415  C2 1.508, C4 1.460, H17 1.125, H18 1.121
6 N 2.69330 0.29755 0.07525  C3 1.385, P7 1.522
7 P 1.46252 0.52481 -0.79005  C1 2.014, N6 1.522, H19 1.366, H20 1.301
8 H 0.32476 -0.10841 1.39051  C1 1.053
9 H -3.62692 -1.36685 -0.55726  C2 1.037
10 H -2.92157 -0.20300 -1.69754  C2 1.155
11 H -4.10923 0.15524 -0.35806  C2 1.049
12 H 3.04302 -1.42068 0.88279  C3 1.058
13 H 4.46721 -0.32429 0.80681  C3 1.087
14 H 3.88432 -1.21633 -0.56539  C3 1.035
15 H -1.57350 1.70363 -0.16935  C4 1.064
16 H 0.50762 1.49732 1.27112  C1 1.006
17 H -1.34731 -1.16423 0.31962  C5 1.125
18 H -2.39870 -0.07028 1.38225  C5 1.121
19 H 1.31098 1.79187 -1.27703  P7 1.366
20 H 1.03638 -0.19677 -1.78509  P7 1.301

Frontier orbital gap (alpha / beta)   6.897 / 6.896 eV
Net charge   +1

d.
Molecular formula: C5H13NP
Method: DFT, ωB97M-V/def2-TZVPD

Last columns: bonded neighbours and bond lengths (Å).
Geometry (Å):
1 C 1.37693 -0.44704 2.09597  N2 1.488, H8 1.077, H9 1.115, H10 1.127
2 N 1.35973 -0.41278 0.60830  C1 1.488, C3 1.487, H11 1.202, H12 0.981
3 C 0.20773 -1.15094 0.02687  N2 1.487, C4 1.497, H13 1.063, H14 1.029
4 C -1.15741 -0.57158 0.22989  C3 1.497, C5 1.566, H15 1.046, H16 1.153
5 C -1.86285 -0.03321 -1.05988  C4 1.566, C6 1.409, H17 1.108
6 C -1.27802 0.98437 -1.83991  C5 1.409, P7 1.863, H18 1.050
7 P 0.27110 1.75367 -1.14809  C6 1.863, H19 1.306, H20 1.543
8 H 0.67417 0.24242 2.53247  C1 1.077
9 H 1.17536 -1.45830 2.52119  C1 1.115
10 H 2.47401 -0.28429 2.29843  C1 1.127
11 H 1.23496 0.60687 -0.01566  N2 1.202
12 H 2.23403 -0.72673 0.29171  N2 0.981
13 H 0.05286 -2.05726 0.56073  C3 1.063
14 H 0.27696 -1.32673 -0.98455  C3 1.029
15 H -1.22948 0.22715 0.90158  C4 1.046
16 H -1.94999 -1.36399 0.50249  C4 1.153
17 H -2.87079 -0.38632 -1.35426  C5 1.108
18 H -1.78647 1.42566 -2.64630  C6 1.050
19 H -0.06220 3.00298 -0.96386  P7 1.306
20 H 0.85939 1.97605 -2.55712  P7 1.543

Frontier orbital gap   10.544 eV
SMILES   C[NH2+]CC/C=C\P
Net charge   +1

Order of stability, best first: a, d, c, b